No. 1
DFT (ωB97M-V with the def2-TZVPD basis set) results for 4 unconnected molecules or ions with the total composition C32H67B3N3O7.

Properties
HOMO energy (alpha / beta)	-7.75 / -9.07	eV
E	-2025.08613	a.u.
frontier orbital gap (alpha / beta)	8.16 / 9.48	eV
2S+1	4

Cartesian coordinates (Å):
C -4.783 1.126 -2.492
O -4.383 2.155 -1.609
C -4.914 3.426 -1.940
C -6.352 3.600 -1.446
C -7.212 4.476 -2.353
C -8.700 4.451 -1.963
B -9.255 2.999 -1.812
O -9.105 2.080 -2.845
B -9.995 1.039 -2.940
O -10.607 0.585 -1.793
B -10.721 1.445 -0.721
O -9.935 2.573 -0.682
H -5.782 1.304 -2.904
H -4.803 0.189 -1.933
H -4.074 1.032 -3.321
H -4.863 3.588 -3.025
H -4.247 4.151 -1.471
H -6.338 4.026 -0.438
H -6.796 2.602 -1.353
H -6.847 5.507 -2.309
H -7.095 4.155 -3.393
H -9.281 4.930 -2.761
H -8.878 5.030 -1.055
H -10.262 0.563 -3.994
H -11.511 1.232 0.136
C -3.528 0.714 5.477
C -3.805 2.114 4.926
C -5.302 2.328 4.660
C -5.818 1.562 3.446
C -4.999 1.889 2.202
C -3.493 1.656 2.390
N -3.068 2.370 3.642
O -2.750 3.590 3.461
C -3.167 0.159 2.440
C -2.728 2.253 1.217
C -3.306 3.119 5.960
H -3.950 -0.087 4.881
H -2.455 0.546 5.571
H -3.972 0.647 6.471
H -5.470 3.398 4.508
H -5.853 2.041 5.560
H -5.811 0.485 3.641
H -6.862 1.830 3.270
H -5.330 1.297 1.344
H -5.148 2.941 1.940
H -2.175 -0.009 2.862
H -3.171 -0.223 1.417
H -3.886 -0.430 3.001
H -2.970 3.301 1.067
H -3.002 1.712 0.313
H -1.650 2.171 1.372
H -2.225 3.041 6.081
H -3.782 2.895 6.916
H -3.543 4.139 5.674
C -0.010 0.181 -0.562
C 0.805 -0.940 0.081
C 1.077 -0.648 1.564
C 2.100 0.461 1.784
C 3.401 0.161 1.046
C 3.203 -0.098 -0.454
N 2.128 -1.142 -0.599
O 2.555 -2.342 -0.560
C 2.857 1.195 -1.200
C 4.477 -0.661 -1.068
C 0.001 -2.229 -0.060
H 0.407 1.172 -0.413
H -0.127 0.014 -1.633
H -0.999 0.182 -0.104
H 1.438 -1.570 2.032
H 0.125 -0.394 2.041
H 1.691 1.426 1.471
H 2.306 0.553 2.852
H 4.111 0.986 1.159
H 3.866 -0.727 1.485
H 2.428 0.976 -2.178
H 3.780 1.754 -1.354
H 2.176 1.845 -0.659
H 4.817 -1.550 -0.544
H 5.264 0.093 -1.016
H 4.321 -0.921 -2.115
H -0.115 -2.497 -1.111
H -0.988 -2.064 0.371
H 0.479 -3.059 0.452
C 6.824 -5.143 -1.280
C 7.159 -4.137 -2.382
C 8.077 -4.752 -3.448
C 9.510 -4.956 -2.966
C 10.102 -3.656 -2.431
C 9.251 -3.014 -1.326
N 7.841 -2.912 -1.837
O 7.601 -1.846 -2.491
C 9.336 -3.813 -0.022
C 9.743 -1.600 -1.035
C 5.841 -3.691 -3.004
H 7.691 -5.622 -0.838
H 6.248 -4.663 -0.488
H 6.207 -5.929 -1.718
H 8.082 -4.088 -4.317
H 7.638 -5.701 -3.769
H 9.550 -5.740 -2.204
H 10.121 -5.311 -3.798
H 11.108 -3.822 -2.036
H 10.191 -2.938 -3.251
H 8.522 -3.545 0.652
H 10.278 -3.567 0.469
H 9.326 -4.890 -0.168
H 9.766 -0.991 -1.934
H 10.750 -1.663 -0.620
H 9.095 -1.110 -0.307
H 5.240 -3.164 -2.264
H 5.289 -4.572 -3.335
H 5.996 -3.033 -3.855

Forces on atoms 1 to 3 (eV/Å):
-0.03 0.04 0.00
-0.04 -0.08 0.04
0.09 0.04 0.00

No. 2
DFT (ωB97M-V with the def2-TZVPD basis set) results for 9 unconnected molecules or ions with the total composition C32H69F4N2O12S8 at a distorted geometry.

Properties
HOMO energy	-9.66	eV
E	-5857.59648	a.u.
charge	+1
frontier orbital gap	6.17	eV

Cartesian coordinates (Å):
C 7.350 -2.361 3.134
C 7.095 -1.233 2.102
O 8.321 -0.848 1.505
C 6.373 0.023 2.743
C 5.181 0.339 1.878
N 4.199 -0.575 1.887
C 3.108 -0.459 1.153
C 2.063 -1.546 1.232
C 1.880 -2.051 2.677
C 0.589 -2.818 2.824
F 1.943 -0.924 3.509
C 2.942 0.627 0.331
N 1.733 0.651 -0.447
C 0.960 1.818 -0.250
O 0.524 2.206 0.791
F 0.690 2.494 -1.387
C 1.950 0.326 -1.822
O 3.020 0.363 -2.360
F 0.896 -0.090 -2.501
C 3.929 1.601 0.312
C 3.818 2.826 -0.556
C 3.148 4.010 0.210
C 3.051 3.848 1.722
F 3.963 5.125 -0.020
C 5.073 1.440 1.101
O 6.071 2.352 1.100
H 6.645 -3.186 2.972
H 7.228 -2.011 4.163
H 8.347 -2.784 2.995
H 6.462 -1.628 1.302
H 8.954 -0.707 2.218
H 7.049 0.871 2.809
H 6.024 -0.303 3.728
H 4.284 -1.395 2.478
H 2.427 -2.379 0.616
H 1.098 -1.216 0.850
H 2.708 -2.710 2.976
H 0.664 -3.360 3.773
H -0.251 -2.129 2.937
H 0.419 -3.486 1.995
H 4.787 3.177 -0.916
H 3.249 2.584 -1.457
H 2.146 4.243 -0.163
H 2.514 4.714 2.089
H 2.461 2.989 2.040
H 4.028 3.889 2.214
H 6.559 2.331 0.268
C -1.687 1.588 -3.384
S -3.460 1.785 -3.618
O -3.993 0.471 -4.068
C -3.343 2.835 -5.072
H -1.527 0.923 -2.537
H -1.241 1.152 -4.279
H -1.239 2.559 -3.173
H -2.791 2.319 -5.858
H -2.842 3.766 -4.805
H -4.351 3.051 -5.418
C 2.643 -7.604 1.597
S 1.325 -6.414 1.320
O 1.749 -5.126 1.950
C 0.140 -7.179 2.433
H 3.511 -7.292 1.019
H 2.899 -7.632 2.656
H 2.319 -8.589 1.260
H 0.559 -7.232 3.438
H -0.103 -8.177 2.070
H -0.760 -6.567 2.444
C -0.626 3.156 4.510
S 0.095 4.651 3.818
O 1.578 4.485 3.861
C -0.362 5.732 5.180
H -0.420 2.332 3.828
H -0.179 2.946 5.482
H -1.703 3.286 4.608
H 0.068 5.356 6.108
H -1.448 5.779 5.256
H 0.031 6.725 4.971
C -2.488 -0.064 -9.260
S -2.359 1.722 -9.146
O -2.475 2.270 -10.522
C -0.612 1.752 -8.705
H -3.500 -0.317 -9.565
H -1.778 -0.438 -9.999
H -2.288 -0.505 -8.284
H -0.027 1.260 -9.482
H -0.471 1.247 -7.748
H -0.300 2.791 -8.617
C -4.318 -3.420 2.263
S -3.572 -1.918 1.628
O -2.087 -2.084 1.720
C -4.076 -0.866 2.992
H -4.089 -4.233 1.574
H -3.910 -3.649 3.246
H -5.395 -3.289 2.327
H -3.682 -1.260 3.927
H -5.163 -0.822 3.032
H -3.675 0.132 2.816
C 0.032 8.222 -2.718
S 0.340 6.701 -1.809
O 0.022 6.964 -0.382
C 2.130 6.740 -1.971
H -1.040 8.414 -2.707
H 0.556 9.049 -2.240
H 0.369 8.105 -3.748
H 2.524 7.661 -1.541
H 2.402 6.668 -3.025
H 2.535 5.891 -1.435
C -4.990 -4.295 -6.671
S -5.102 -2.532 -6.327
O -4.324 -1.828 -7.383
C -4.082 -2.551 -4.851
H -5.533 -4.499 -7.592
H -3.945 -4.582 -6.792
H -5.443 -4.853 -5.851
H -3.094 -2.948 -5.090
H -4.559 -3.163 -4.083
H -3.993 -1.522 -4.500
C -6.168 -3.587 6.975
S -6.439 -3.977 5.242
O -6.192 -2.730 4.464
C -8.219 -4.183 5.370
H -5.109 -3.380 7.117
H -6.752 -2.708 7.250
H -6.457 -4.440 7.588
H -8.669 -3.265 5.749
H -8.441 -5.017 6.035
H -8.610 -4.397 4.377

Forces on atoms 1 to 3 (eV/Å):
-0.50 0.03 -0.20
0.69 0.00 0.76
-0.34 0.16 -0.23

No. 3
DFT (ωB97M-V with the def2-TZVPD basis set) results for a molecular structure, C32H70AsF2N3O9PS at a distorted geometry.

Properties
HOMO energy (alpha / beta)	-4.62 / -4.62	eV
E	-5277.70300	a.u.
charge	-1
frontier orbital gap (alpha / beta)	6.74 / 6.63	eV
2S+1	3

Cartesian coordinates (Å):
C -1.691 1.394 3.638
C -2.387 0.399 4.536
O -1.639 -0.815 4.712
P -1.920 -2.138 3.848
O -2.243 -3.265 4.742
C -0.477 -2.485 2.852
C 0.170 -1.343 2.043
As -0.099 -1.427 0.028
F -1.751 -2.216 0.333
F 1.538 -0.657 -0.232
C -0.864 0.444 -0.021
C -2.387 0.516 -0.089
C -2.878 1.966 -0.015
O -4.201 2.009 0.522
C -4.497 3.115 1.339
C -0.407 -1.598 -1.964
C -1.342 -2.688 -2.494
O -1.171 -3.945 -1.846
C -2.797 -2.251 -2.522
N -3.659 -3.303 -3.085
C 0.851 -3.267 0.135
S 1.947 -3.826 -1.095
O 3.122 -3.007 -1.205
O 2.199 -5.236 -0.880
O -3.111 -1.808 2.840
C -4.447 -2.036 3.312
C -5.398 -1.197 2.461
H -2.127 2.377 3.817
H -0.644 1.463 3.928
H -1.775 1.137 2.590
H -2.455 0.835 5.533
H -3.405 0.207 4.208
H -0.746 -3.354 2.259
H 0.220 -2.831 3.620
H -0.141 -0.390 2.458
H 1.248 -1.392 2.177
H -0.537 0.998 0.859
H -0.435 0.980 -0.870
H -2.854 -0.016 0.737
H -2.731 0.131 -1.046
H -2.907 2.370 -1.032
H -2.188 2.580 0.567
H -5.402 3.606 0.975
H -3.695 3.851 1.343
H -4.698 2.777 2.358
H -0.849 -0.646 -2.265
H 0.543 -1.633 -2.498
H -1.095 -2.873 -3.546
H -1.792 -3.987 -1.122
H -3.115 -1.944 -1.524
H -2.862 -1.373 -3.165
H -4.607 -2.948 -3.114
H -3.690 -4.084 -2.443
H 1.455 -3.310 1.041
H 0.087 -4.031 0.225
H 1.216 -3.759 -2.224
H -4.527 -1.771 4.365
H -4.672 -3.096 3.244
H -5.813 -1.794 1.653
H -6.184 -0.753 3.063
H -4.823 -0.400 1.990
C -2.807 1.884 -6.515
C -2.689 2.854 -5.304
C -3.035 4.315 -5.640
C -1.942 5.179 -6.277
C -0.610 4.984 -5.548
C -0.232 3.508 -5.448
N -1.317 2.775 -4.725
O -1.319 3.072 -3.474
C 0.014 2.981 -6.871
C 1.076 3.323 -4.694
C -3.727 2.379 -4.290
H -1.856 1.426 -6.766
H -3.451 1.042 -6.264
H -3.206 2.367 -7.409
H -3.275 4.805 -4.691
H -3.950 4.338 -6.236
H -1.841 4.982 -7.347
H -2.242 6.227 -6.204
H 0.191 5.521 -6.060
H -0.689 5.414 -4.545
H 0.357 1.945 -6.845
H 0.814 3.574 -7.317
H -0.844 3.044 -7.532
H 1.022 3.710 -3.678
H 1.862 3.860 -5.225
H 1.358 2.271 -4.658
H -3.476 1.401 -3.878
H -4.682 2.294 -4.809
H -3.859 3.074 -3.463
C 5.806 -3.426 4.101
C 4.980 -2.350 3.337
C 5.725 -1.705 2.155
C 6.693 -0.558 2.463
C 6.061 0.432 3.445
C 5.541 -0.272 4.696
N 4.529 -1.298 4.297
O 3.435 -0.738 3.916
C 6.747 -0.864 5.446
C 4.893 0.716 5.654
C 3.792 -3.087 2.735
H 5.978 -3.154 5.138
H 5.247 -4.359 4.158
H 6.770 -3.633 3.633
H 4.960 -1.276 1.502
H 6.213 -2.486 1.571
H 7.654 -0.924 2.835
H 6.923 -0.041 1.529
H 6.785 1.194 3.742
H 5.239 0.951 2.944
H 6.433 -1.317 6.388
H 7.427 -0.046 5.690
H 7.311 -1.599 4.880
H 4.048 1.230 5.199
H 5.635 1.462 5.941
H 4.558 0.213 6.562
H 3.099 -3.457 3.493
H 4.171 -3.945 2.180
H 3.239 -2.472 2.028

Forces on atoms 1 to 3 (eV/Å):
0.01 0.08 0.35
0.28 0.27 0.51
-0.37 0.34 -0.64

No. 4
DFT (ωB97M-V with the def2-TZVPD basis set) results for 5 unconnected molecules or ions with the total composition C32H70BFN3O16P2S4Si at a distorted geometry.

Properties
HOMO energy	-3.98	eV
E	-5319.04660	a.u.
charge	-1
frontier orbital gap	5.70	eV

Cartesian coordinates (Å):
C -0.876 -8.638 1.225
C 0.015 -7.404 0.792
B -0.730 -6.016 1.152
O -2.092 -6.151 1.517
P 0.140 -4.245 1.149
C -0.580 -4.199 -0.703
N -2.065 -3.994 -0.798
C 0.900 -4.679 2.858
C 0.196 -4.302 4.144
C 1.015 -3.500 5.189
N -0.977 -4.620 4.530
P 2.010 -5.047 0.078
N 3.068 -5.810 1.025
O 1.034 -2.744 1.018
C 0.531 -1.810 1.934
C 1.220 -0.485 1.524
C 2.728 -0.684 1.778
C 3.223 -0.674 3.060
C 4.583 -0.899 3.232
C 5.386 -1.133 2.144
C 4.887 -1.128 0.848
C 3.538 -0.905 0.677
C -1.042 -1.938 1.905
C -1.761 -1.814 3.310
C -2.714 -0.652 3.483
O -3.906 -0.681 3.328
F -2.192 0.564 3.920
Si -1.799 -0.776 0.560
C -0.929 -1.009 -1.134
C -1.584 1.075 0.949
C -3.630 -1.200 0.211
O -1.225 -3.355 1.688
H -1.159 -8.459 2.269
H -0.198 -9.505 1.242
H -1.737 -8.796 0.570
H 0.194 -7.497 -0.292
H 0.951 -7.533 1.351
H -2.534 -6.515 0.739
H -0.027 -3.515 -1.367
H -0.440 -5.215 -1.128
H -2.503 -4.858 -1.106
H -2.279 -3.337 -1.544
H 1.096 -5.763 2.896
H 1.905 -4.228 2.898
H 1.312 -4.153 6.016
H 0.314 -2.754 5.597
H 1.848 -2.953 4.734
H -1.403 -5.167 3.774
H 1.692 -5.922 -0.995
H 2.678 -3.917 -0.491
H 3.224 -6.748 0.668
H 0.796 -1.902 3.006
H 1.148 -0.255 0.455
H 0.918 0.353 2.166
H 2.563 -0.514 3.911
H 4.999 -0.925 4.239
H 6.446 -1.338 2.300
H 5.538 -1.331 -0.001
H 3.085 -0.906 -0.316
H -1.025 -1.773 4.127
H -2.363 -2.713 3.455
H -0.739 -0.015 -1.577
H 0.064 -1.455 -1.005
H -1.557 -1.539 -1.859
H -2.579 1.507 1.157
H -0.998 1.252 1.859
H -1.151 1.642 0.117
H -3.819 -1.288 -0.866
H -4.264 -0.420 0.658
H -3.846 -2.153 0.712
O -1.441 -0.344 -5.090
S -0.122 -0.902 -5.055
O 0.861 -0.438 -4.129
O 0.494 -0.859 -6.530
C 0.518 0.409 -7.209
C 1.624 1.312 -6.697
C -0.247 -2.653 -4.914
H -0.456 0.896 -7.135
H 0.688 0.186 -8.262
H 1.436 1.621 -5.669
H 1.697 2.210 -7.312
H 2.582 0.790 -6.709
H -0.963 -3.015 -5.647
H -0.592 -2.876 -3.904
H 0.735 -3.089 -5.077
O 2.045 3.249 2.084
S 3.443 3.063 1.839
O 4.246 2.243 2.687
O 4.138 4.503 1.712
C 3.946 5.436 2.785
C 4.805 5.103 3.990
C 3.673 2.561 0.170
H 2.889 5.490 3.055
H 4.230 6.413 2.394
H 4.488 4.170 4.454
H 4.735 5.895 4.738
H 5.849 4.981 3.697
H 3.097 3.218 -0.477
H 3.315 1.537 0.087
H 4.733 2.607 -0.068
O -3.148 5.602 0.190
S -2.396 6.202 1.249
O -1.019 5.883 1.454
O -3.184 6.012 2.619
C -3.575 4.678 3.009
C -2.415 3.869 3.555
C -2.559 7.955 1.149
H -4.054 4.166 2.173
H -4.329 4.802 3.786
H -1.683 3.655 2.777
H -2.768 2.920 3.956
H -1.898 4.419 4.344
H -3.610 8.205 1.033
H -1.993 8.287 0.280
H -2.149 8.397 2.053
O -0.608 4.801 -6.285
S -1.876 5.444 -6.112
O -2.048 6.501 -5.166
O -2.989 4.336 -5.867
C -2.785 3.382 -4.800
C -3.060 3.981 -3.436
C -2.464 5.991 -7.682
H -1.777 2.967 -4.845
H -3.480 2.563 -4.979
H -2.322 4.745 -3.192
H -3.016 3.209 -2.667
H -4.040 4.457 -3.405
H -2.373 5.177 -8.396
H -1.847 6.834 -7.988
H -3.500 6.305 -7.578

Forces on atoms 1 to 3 (eV/Å):
1.44 0.65 0.23
-1.34 -0.78 0.14
-0.26 -0.21 0.35

- Which of these has the lowest E?
  C32H69F4N2O12S8

- E of number 3 (C32H70AsF2N3O9PS)?
  -5277.70300 a.u.

- What is the formula in the second record?
  C32H69F4N2O12S8